# 1
A structure of composition C44H50MgN3O2P2SSe in a non-equilibrium geometry, computed with ωB97M-V/def2-TZVPD.

LUMO: -2.31 eV
Energy above the lowest of the compared OMol25 structures with the same formula, charge and spin: 137.0 kJ/mol
Total charge: +1
Multiplicity: 1
Electronic energy: -5703.89171 Eh
Kohn-Sham gap: 7.40 eV

CARTESIAN COORDINATES (ANGSTROEM)
1 Mg -0.152 -0.797 1.270
2 C -1.381 -5.150 1.857
3 C -0.903 -3.995 2.687
4 C -1.768 -2.951 3.020
5 C -1.377 -1.959 3.917
6 C -2.358 -0.945 4.434
7 C -0.077 -1.986 4.413
8 C 0.822 -2.973 4.041
9 C 2.230 -2.957 4.541
10 C 0.387 -3.988 3.197
11 H -2.103 -4.829 1.107
12 H -1.868 -5.885 2.502
13 H -0.546 -5.641 1.361
14 H -2.791 -2.972 2.655
15 H -3.383 -1.293 4.315
16 H -2.252 0.004 3.904
17 H -2.174 -0.765 5.494
18 H 0.233 -1.240 5.131
19 H 2.475 -3.888 5.044
20 H 2.386 -2.133 5.230
21 H 2.911 -2.849 3.697
22 H 1.065 -4.794 2.950
23 O -0.001 0.586 2.599
24 P 0.238 2.038 2.404
25 C -0.875 2.758 1.139
26 P -0.932 1.649 -0.335
27 O -1.237 0.267 0.109
28 C 0.694 1.884 -1.119
29 C 1.502 0.804 -1.454
30 C 2.760 1.023 -1.990
31 C 3.216 2.313 -2.205
32 C 2.399 3.391 -1.905
33 C 1.139 3.179 -1.378
34 C -2.274 2.336 -1.345
35 C -3.250 1.475 -1.833
36 C -4.323 1.977 -2.548
37 C -4.429 3.339 -2.778
38 C -3.448 4.200 -2.307
39 C -2.374 3.702 -1.593
40 C -0.103 2.917 3.943
41 C -0.318 4.287 4.001
42 C -0.533 4.895 5.224
43 C -0.497 4.143 6.390
44 C -0.276 2.776 6.334
45 C -0.098 2.161 5.109
46 C 1.951 2.356 1.909
47 C 2.846 1.295 1.973
48 C 4.161 1.465 1.579
49 C 4.592 2.709 1.147
50 C 3.720 3.788 1.146
51 C 2.402 3.617 1.530
52 H -0.559 3.765 0.880
53 H -1.885 2.791 1.563
54 H 1.124 -0.204 -1.335
55 H 3.384 0.182 -2.250
56 H 4.197 2.482 -2.619
57 H 2.736 4.399 -2.090
58 H 0.502 4.029 -1.181
59 H -3.152 0.415 -1.657
60 H -5.081 1.305 -2.921
61 H -5.276 3.735 -3.317
62 H -3.528 5.261 -2.492
63 H -1.616 4.381 -1.227
64 H -0.316 4.878 3.098
65 H -0.731 5.955 5.269
66 H -0.632 4.627 7.344
67 H -0.245 2.196 7.244
68 H 0.046 1.094 5.028
69 H 2.517 0.341 2.362
70 H 4.843 0.629 1.622
71 H 5.617 2.843 0.837
72 H 4.071 4.766 0.848
73 H 1.734 4.467 1.558
74 Se 1.945 -1.875 0.924
75 C 1.456 -3.232 -0.298
76 C 2.454 -4.023 -0.868
77 C 2.078 -5.009 -1.761
78 N 0.819 -5.249 -2.093
79 C -0.123 -4.514 -1.526
80 C 0.135 -3.489 -0.634
81 H 3.490 -3.860 -0.601
82 H 2.818 -5.645 -2.228
83 H -1.142 -4.772 -1.787
84 H -0.673 -2.898 -0.207
85 C -1.679 -3.873 -6.353
86 C -0.366 -3.595 -5.625
87 N -0.603 -2.935 -4.361
88 C -0.641 -1.624 -4.082
89 S -1.153 -1.156 -2.564
90 N -0.253 -0.730 -5.005
91 C -0.268 0.699 -4.806
92 C -1.247 1.384 -5.751
93 H -1.491 -4.340 -7.313
94 H -2.226 -2.948 -6.521
95 H -2.300 -4.539 -5.759
96 H 0.300 -2.988 -6.243
97 H 0.146 -4.536 -5.410
98 H -0.940 -3.526 -3.616
99 H -0.021 -1.054 -5.933
100 H 0.744 1.096 -4.948
101 H -0.565 0.878 -3.769
102 H -0.958 1.233 -6.788
103 H -1.262 2.452 -5.554
104 H -2.249 0.989 -5.603



# 2
A structure of composition C44H51BBrClInN5O3SSi, computed with ωB97M-V/def2-TZVPD.

LUMO: 3.65 eV
Total charge: -2
Multiplicity: 1
Electronic energy: -6143.78056 Eh
Kohn-Sham gap: 3.88 eV

CARTESIAN COORDINATES (ANGSTROEM)
1 In 0.736 -0.365 0.390
2 C -3.647 3.471 -0.703
3 Si -2.270 4.723 -0.645
4 C -2.220 5.609 -2.304
5 C -2.795 6.008 0.629
6 C -0.520 4.206 -0.223
7 C 0.358 5.238 0.082
8 C 1.676 4.986 0.444
9 C 2.060 3.657 0.516
10 N 1.265 2.644 0.210
11 C 0.005 2.880 -0.200
12 S -0.935 1.495 -0.664
13 H -4.580 4.001 -0.924
14 H -3.752 2.957 0.253
15 H -3.467 2.713 -1.462
16 H -3.189 6.050 -2.551
17 H -1.943 4.918 -3.103
18 H -1.474 6.407 -2.283
19 H -3.752 6.451 0.340
20 H -2.065 6.815 0.719
21 H -2.914 5.557 1.616
22 H 0.008 6.266 0.057
23 H 2.367 5.783 0.685
24 H 3.060 3.379 0.839
25 O 1.258 -0.317 3.626
26 B 0.344 0.082 2.609
27 O -0.791 0.632 3.266
28 C -0.566 0.541 4.602
29 C -1.379 0.930 5.642
30 C -0.898 0.719 6.938
31 C 0.348 0.143 7.157
32 C 1.164 -0.247 6.091
33 C 0.677 -0.035 4.821
34 H -2.346 1.376 5.455
35 H -1.508 1.009 7.784
36 H 0.693 -0.010 8.172
37 H 2.134 -0.698 6.246
38 C -0.783 -1.669 -2.480
39 C -0.567 -3.079 -2.013
40 C -1.037 -4.144 -2.757
41 C -0.843 -5.479 -2.389
42 C -0.125 -5.713 -1.208
43 C 0.372 -4.693 -0.427
44 C 1.147 -4.972 0.825
45 C 0.172 -3.289 -0.776
46 N 0.651 -2.355 -0.005
47 H -1.056 -1.649 -3.539
48 H 0.121 -1.070 -2.342
49 H -1.566 -1.150 -1.915
50 H -1.574 -3.925 -3.680
51 H -1.220 -6.294 -2.995
52 H 0.056 -6.741 -0.892
53 H 1.294 -6.048 0.961
54 H 0.648 -4.563 1.712
55 H 2.117 -4.467 0.798
56 Br 7.666 0.040 -0.169
57 C 5.750 -0.028 -0.051
58 C 5.052 -0.888 -0.880
59 C 3.664 -0.927 -0.777
60 C 2.952 -0.126 0.120
61 C 3.713 0.717 0.931
62 C 5.104 0.777 0.867
63 H 5.580 -1.522 -1.581
64 H 3.120 -1.633 -1.397
65 H 3.213 1.358 1.653
66 H 5.672 1.436 1.514
67 C -4.313 -4.297 -0.766
68 C -4.330 -5.295 0.396
69 C -2.891 -5.764 0.657
70 C -5.121 -6.524 -0.081
71 C -4.954 -4.723 1.704
72 O -4.953 -5.785 2.692
73 C -6.437 -4.275 1.662
74 C -6.914 -2.911 1.139
75 C -7.202 -2.780 -0.335
76 C -8.092 -3.637 -0.973
77 C -8.362 -3.522 -2.327
78 C -7.736 -2.522 -3.053
79 Cl -8.071 -2.371 -4.762
80 C -6.856 -1.646 -2.446
81 C -6.599 -1.778 -1.090
82 C -4.071 -3.700 2.457
83 N -3.523 -2.558 1.757
84 C -2.266 -2.369 1.317
85 N -2.128 -1.159 0.837
86 C -3.354 -0.616 1.006
87 N -4.235 -1.416 1.573
88 H -3.642 -4.678 -1.538
89 H -3.937 -3.313 -0.488
90 H -5.302 -4.181 -1.206
91 H -2.568 -6.406 -0.162
92 H -2.812 -6.322 1.592
93 H -2.180 -4.944 0.664
94 H -4.688 -6.860 -1.023
95 H -6.174 -6.302 -0.272
96 H -5.052 -7.364 0.616
97 H -5.554 -6.470 2.377
98 H -6.718 -4.299 2.719
99 H -7.018 -5.074 1.190
100 H -6.220 -2.128 1.444
101 H -7.854 -2.708 1.663
102 H -8.579 -4.423 -0.406
103 H -9.048 -4.198 -2.820
104 H -6.361 -0.881 -3.029
105 H -5.886 -1.116 -0.615
106 H -3.229 -4.256 2.867
107 H -4.654 -3.323 3.298
108 H -1.470 -3.098 1.342
109 H -3.581 0.403 0.737



# 3
A structure of composition C44H51N3O2RhSSeTe in a non-equilibrium geometry, computed with ωB97M-V/def2-TZVPD.

LUMO: 1.82 eV
Energy above the lowest of the compared OMol25 structures with the same formula, charge and spin: 0.0 kJ/mol
Total charge: -1
Multiplicity: 1
Electronic energy: -5200.35833 Eh
Kohn-Sham gap: 6.35 eV

CARTESIAN COORDINATES (ANGSTROEM)
1 Rh -0.362 0.438 1.006
2 C 5.185 -0.150 2.512
3 C 4.228 -0.207 1.316
4 C 5.018 -0.071 0.010
5 C 3.399 -1.480 1.371
6 C 4.042 -2.667 1.043
7 C 3.399 -3.889 1.124
8 C 2.094 -3.929 1.575
9 C 1.404 -2.765 1.912
10 C 0.015 -2.902 2.497
11 C -0.868 -3.822 1.651
12 C 0.094 -3.393 3.943
13 C 2.045 -1.526 1.781
14 N 1.350 -0.290 1.967
15 C 1.790 0.574 2.895
16 O 2.527 0.391 3.859
17 C 1.349 1.979 2.538
18 C 2.092 3.115 2.787
19 C 1.698 4.309 2.194
20 C 0.604 4.340 1.339
21 C -0.104 3.173 1.135
22 N 0.252 2.060 1.783
23 C -1.261 3.026 0.174
24 O -1.738 4.032 -0.347
25 N -1.624 1.744 0.024
26 C -2.849 1.443 -0.652
27 C -4.082 1.981 -0.237
28 C -5.225 1.652 -0.961
29 C -5.189 0.773 -2.027
30 C -3.982 0.204 -2.390
31 C -2.808 0.541 -1.727
32 C -1.494 -0.072 -2.154
33 C -1.426 -0.464 -3.630
34 C -1.191 -1.281 -1.272
35 C -4.261 2.870 0.982
36 C -5.285 2.277 1.954
37 C -4.679 4.290 0.584
38 H 5.779 0.769 2.477
39 H 5.875 -0.999 2.485
40 H 4.640 -0.175 3.453
41 H 3.553 0.643 1.362
42 H 5.932 -0.672 0.032
43 H 5.307 0.971 -0.143
44 H 4.425 -0.374 -0.853
45 H 5.078 -2.630 0.725
46 H 3.913 -4.801 0.846
47 H 1.596 -4.885 1.678
48 H -0.438 -1.913 2.525
49 H -0.480 -4.843 1.633
50 H -0.930 -3.468 0.619
51 H -1.880 -3.860 2.053
52 H 0.554 -4.384 3.990
53 H -0.906 -3.454 4.381
54 H 0.695 -2.710 4.547
55 H 2.970 3.027 3.412
56 H 2.270 5.212 2.370
57 H 0.291 5.222 0.799
58 H -6.172 2.092 -0.672
59 H -6.095 0.531 -2.569
60 H -3.946 -0.496 -3.216
61 H -0.714 0.668 -1.977
62 H -1.980 -1.384 -3.843
63 H -0.385 -0.627 -3.915
64 H -1.829 0.329 -4.262
65 H -2.071 -1.904 -1.112
66 H -0.861 -0.941 -0.272
67 H -0.378 -1.891 -1.650
68 H -3.307 2.926 1.504
69 H -6.275 2.212 1.496
70 H -5.368 2.910 2.841
71 H -4.992 1.277 2.274
72 H -5.615 4.272 0.019
73 H -3.911 4.756 -0.029
74 H -4.836 4.902 1.476
75 Te -2.107 0.361 2.937
76 C -3.262 -1.349 2.650
77 C -3.664 -2.220 3.627
78 C -4.537 -3.235 3.142
79 C -4.780 -3.118 1.806
80 S -3.977 -1.760 1.150
81 H -3.330 -2.143 4.653
82 H -4.952 -4.020 3.760
83 H -5.390 -3.751 1.181
84 C 3.435 -0.268 -6.493
85 C 2.933 0.084 -5.117
86 C 2.663 1.396 -4.758
87 C 2.225 1.743 -3.484
88 C 1.923 3.186 -3.183
89 C 2.056 0.739 -2.513
90 Se 1.572 1.303 -0.748
91 C 2.305 -0.599 -2.866
92 C 2.157 -1.746 -1.900
93 C 2.734 -0.897 -4.157
94 H 3.511 0.621 -7.121
95 H 2.770 -0.977 -6.992
96 H 4.424 -0.730 -6.446
97 H 2.789 2.184 -5.497
98 H 2.069 3.799 -4.075
99 H 2.565 3.566 -2.385
100 H 0.896 3.302 -2.831
101 H 1.809 -1.405 -0.928
102 H 3.114 -2.251 -1.747
103 H 1.459 -2.491 -2.291
104 H 2.926 -1.936 -4.413



# 4
A structure of composition C44H52Cl2IrN7O3S, computed with ωB97M-V/def2-TZVPD.

LUMO: -5.20 eV
Energy above the lowest of the compared OMol25 structures with the same formula, charge and spin: 0.0 kJ/mol
Total charge: +2
Multiplicity: 1
Electronic energy: -3739.36531 Eh
Kohn-Sham gap: 6.95 eV

CARTESIAN COORDINATES (ANGSTROEM)
1 Ir -0.159 0.566 -0.162
2 C -2.159 -0.253 -1.687
3 N -1.869 -1.645 -1.455
4 C -1.712 -2.491 -2.640
5 C -1.448 -2.044 -0.222
6 N -0.954 -1.120 0.594
7 C -0.724 -1.237 1.983
8 C -1.489 -1.960 2.884
9 C -1.127 -1.981 4.224
10 C -0.015 -1.274 4.659
11 C 0.718 -0.503 3.767
12 C 0.354 -0.470 2.430
13 N 0.966 0.382 1.468
14 C 2.283 0.662 1.512
15 N 3.176 -0.285 1.833
16 C 2.908 -1.696 1.589
17 C 4.389 0.012 2.588
18 N 2.699 1.899 1.214
19 C 1.867 3.068 1.489
20 C 3.982 2.161 0.575
21 N -1.509 -3.352 0.074
22 C -2.604 -4.193 -0.399
23 C -0.512 -4.021 0.898
24 H -2.722 -0.140 -2.612
25 H -1.221 0.363 -1.901
26 H -2.763 0.160 -0.887
27 H -1.214 -1.913 -3.420
28 H -2.675 -2.841 -3.013
29 H -1.080 -3.342 -2.404
30 H -2.364 -2.500 2.545
31 H -1.719 -2.547 4.930
32 H 0.264 -1.297 5.703
33 H 1.550 0.098 4.115
34 H 2.179 -1.797 0.786
35 H 2.543 -2.197 2.488
36 H 3.837 -2.169 1.272
37 H 4.351 1.028 2.973
38 H 5.285 -0.111 1.978
39 H 4.448 -0.677 3.432
40 H 1.117 2.816 2.237
41 H 1.385 3.433 0.583
42 H 2.509 3.854 1.888
43 H 4.698 2.607 1.266
44 H 3.820 2.860 -0.247
45 H 4.396 1.238 0.175
46 H -3.380 -3.581 -0.851
47 H -3.032 -4.723 0.453
48 H -2.257 -4.930 -1.125
49 H 0.347 -3.374 1.052
50 H -0.182 -4.917 0.370
51 H -0.916 -4.310 1.869
52 Cl 1.654 -3.622 -1.649
53 C 2.673 -3.955 -3.034
54 C 3.074 -5.258 -3.259
55 C 3.880 -5.530 -4.352
56 C 4.296 -4.502 -5.182
57 C 3.909 -3.199 -4.919
58 Cl 4.506 -1.928 -5.923
59 C 3.064 -2.891 -3.847
60 N 2.679 -1.574 -3.562
61 C 1.870 -0.813 -4.414
62 C 1.222 -1.385 -5.510
63 C 0.430 -0.616 -6.345
64 C 0.260 0.740 -6.106
65 C 0.910 1.314 -5.025
66 C 1.720 0.560 -4.184
67 C 2.436 1.252 -3.036
68 C 1.584 1.083 -1.829
69 O 0.887 2.008 -1.311
70 O 1.404 -0.085 -1.322
71 H 2.751 -6.046 -2.594
72 H 4.195 -6.544 -4.551
73 H 4.944 -4.698 -6.025
74 H 2.560 -1.383 -2.580
75 H 1.343 -2.442 -5.708
76 H -0.053 -1.082 -7.194
77 H -0.347 1.346 -6.765
78 H 0.814 2.379 -4.842
79 H 2.554 2.313 -3.246
80 H 3.419 0.806 -2.861
81 O -1.641 1.467 0.970
82 S -1.923 2.972 0.715
83 C -2.424 3.570 2.332
84 C -1.232 3.685 3.236
85 C -0.855 2.613 4.037
86 C 0.229 2.742 4.896
87 C 0.942 3.932 4.949
88 C 0.573 4.999 4.140
89 C -0.512 4.876 3.288
90 C -3.510 3.023 -0.154
91 C -4.729 2.653 0.646
92 C -5.751 3.589 0.767
93 C -6.898 3.293 1.491
94 C -7.026 2.060 2.111
95 C -6.006 1.125 2.006
96 C -4.863 1.416 1.277
97 H -3.186 2.881 2.699
98 H -2.891 4.540 2.139
99 H -1.414 1.685 4.001
100 H 0.499 1.919 5.544
101 H 1.772 4.036 5.635
102 H 1.117 5.933 4.190
103 H -0.814 5.718 2.676
104 H -3.345 2.393 -1.032
105 H -3.577 4.053 -0.514
106 H -5.659 4.554 0.284
107 H -7.688 4.026 1.568
108 H -7.918 1.829 2.678
109 H -6.101 0.165 2.496
110 H -4.064 0.689 1.231